[1]
A cluster of 9 separate species, C3H26N2O9 in total. Source: OMol25; level of theory: ωB97M-V with the def2-TZVPD basis set.

Last column: Löwdin charge in e.
CARTESIAN COORDINATES (ANGSTROEM)
N (-2.0025, -0.7636, -2.3139)  -0.0151
C (-0.6075, -1.2238, -2.4133)  -0.2449
C (0.3072, -0.5206, -1.4332)  -0.2054
N (0.7388, -1.2913, -0.2278)  -0.0186
C (2.0382, -0.8520, 0.1942)  -0.2093
O (1.8790, 0.3114, 1.1284)  -0.0975
H (-2.3761, -0.6423, -3.2347)  0.0516
H (-2.2846, -0.1049, -1.6201)  0.0440
H (-0.2939, -1.1423, -3.4462)  0.1107
H (-0.7250, -2.2534, -2.1714)  0.0612
H (1.1445, -0.1566, -2.0436)  0.1126
H (-0.0043, 0.5190, -1.2962)  0.1016
H (0.0221, -1.2367, 0.4921)  0.0813
H (2.4201, -1.6828, 0.7550)  0.0943
H (2.8982, -0.5874, -0.4701)  0.1485
H (1.4052, -0.1258, 1.8576)  0.0623
O (0.7980, 2.7789, 1.3080)  -0.0595
H (0.8015, 1.8118, 1.2403)  0.0145
H (1.5303, 3.0535, 1.8599)  0.0706
O (2.5242, 3.5220, -0.5738)  -0.0861
H (2.2272, 3.0427, -1.3474)  0.0034
H (1.7421, 3.4720, 0.0229)  -0.0172
O (-1.2164, 0.8031, 2.7480)  -0.0754
H (-1.9478, 1.1066, 2.1377)  0.0577
H (-1.3908, 1.1589, 3.6195)  0.0626
O (0.0481, 3.7912, -2.6320)  -0.0434
H (-0.2623, 3.1448, -3.2658)  0.0310
H (-0.3616, 3.6621, -1.7712)  0.0267
O (-2.3766, 2.8931, 1.7269)  -0.0601
H (-1.4332, 2.9253, 1.4878)  0.0195
H (-2.8013, 2.9497, 0.8586)  0.0573
O (1.2531, -4.0000, 0.8495)  -0.0651
H (0.5167, -4.3818, 0.3602)  -0.0128
H (1.0626, -3.8847, 1.7848)  0.0341
O (-0.4455, -1.8133, 2.6054)  -0.0734
H (-1.3724, -2.0120, 2.7573)  0.0478
H (-0.3397, -0.8567, 2.3727)  -0.0046
O (-1.0111, -4.2059, -0.5012)  -0.0691
H (-0.6005, -3.3869, -0.1568)  0.0155
H (-1.5040, -3.8215, -1.2479)  0.0489

## Properties
E_tot in a.u.: -916.48398
SMILES: NCCNCO.O.O.O.O.O.O.O.O
ΔE to the lowest compared entry with this formula, charge and spin in kJ/mol: 242.8
Highest occupied orbital energy in eV: -9.33
LUMO in eV: -0.22

[2]
A structure of composition C26H15FeI2N4O5S3. Source: OMol25; level of theory: ωB97M-V with the def2-TZVPD basis set.

Last column: Löwdin spin population.
CARTESIAN COORDINATES (ANGSTROEM)
Fe (-0.1397, -0.0058, 0.2365)  4.2414
S (-2.0288, 1.4753, 0.5036)  0.1250
C (-2.1200, 1.3964, -1.2070)  0.0195
N (-1.2459, 0.7718, -1.9580)  0.0385
C (-1.6018, 0.8772, -3.3285)  0.0044
C (-0.9401, 0.3297, -4.4310)  0.0007
C (-1.4239, 0.5548, -5.7090)  0.0001
C (-2.5642, 1.3280, -5.9205)  0.0008
C (-3.2428, 1.8693, -4.8466)  0.0006
C (-2.7583, 1.6291, -3.5646)  0.0034
S (-3.4179, 2.1724, -2.0624)  0.0064
H (-0.0676, -0.2686, -4.2877)  0.0001
H (-0.9060, 0.1176, -6.5574)  0.0000
H (-2.9192, 1.5036, -6.9305)  0.0001
H (-4.1372, 2.4681, -4.9995)  0.0000
I (2.0324, -1.1664, 4.6573)  0.0039
C (2.6638, -1.7313, 2.7569)  0.0198
C (3.7778, -2.5797, 2.5952)  -0.0013
C (4.1968, -2.9529, 1.3531)  0.0145
I (5.8789, -4.1861, 1.1922)  0.0029
C (3.5072, -2.4991, 0.2016)  0.0009
C (3.8172, -2.8249, -1.1347)  0.0015
C (3.0555, -2.3289, -2.1557)  0.0002
C (1.9769, -1.4791, -1.8544)  0.0088
N (1.6694, -1.1409, -0.6289)  0.0572
C (2.4013, -1.6464, 0.3968)  0.0066
C (1.9564, -1.2496, 1.6799)  0.0086
O (0.9149, -0.4422, 1.7730)  0.1864
H (4.3034, -2.9372, 3.4698)  -0.0003
H (4.6599, -3.4757, -1.3431)  0.0002
H (3.2717, -2.5735, -3.1868)  0.0002
H (1.3612, -1.0620, -2.6246)  0.0008
O (0.0267, -3.2099, 0.9160)  0.0118
C (-0.9708, -2.7898, 0.3681)  0.0146
O (-1.0932, -1.5974, -0.2044)  0.1545
C (-2.1992, -3.6557, 0.2614)  0.0048
C (-3.3756, -3.1760, -0.3049)  0.0010
C (-4.4901, -4.0008, -0.4147)  0.0001
C (-4.4289, -5.3098, 0.0393)  0.0000
C (-3.2525, -5.7608, 0.6079)  0.0004
C (-2.1383, -4.9570, 0.7312)  0.0009
N (-3.1842, -7.1652, 1.0968)  0.0001
O (-2.1386, -7.5434, 1.5958)  0.0000
O (-4.1793, -7.8614, 0.9720)  0.0001
H (-3.4074, -2.1519, -0.6558)  0.0004
H (-5.4056, -3.6252, -0.8539)  0.0000
H (-5.2730, -5.9812, -0.0401)  0.0000
H (-1.2328, -5.3323, 1.1857)  0.0000
S (3.2478, 3.2419, 0.0506)  0.0037
C (1.8019, 3.9249, -0.5630)  0.0016
C (0.8445, 2.9756, -0.6458)  0.0030
N (1.2534, 1.7161, -0.2342)  0.0479
C (2.4982, 1.7232, 0.1636)  0.0030
H (1.7346, 4.9727, -0.8284)  0.0003
H (-0.1685, 3.1248, -0.9932)  0.0000
H (3.0233, 0.8480, 0.5386)  -0.0002

## Properties
E_tot in a.u.: -4648.70742
Spin multiplicity: 6
ΔE to the lowest compared entry with this formula, charge and spin in kJ/mol: 16.6
Highest occupied orbital energy (spin up / spin down) in eV: -8.13 / -8.14
LUMO (spin up / spin down) in eV: -0.39 / -1.41

[3]
A cluster of 3 separate species, C2HClNO2S in total. Source: OMol25; level of theory: ωB97M-V with the def2-TZVPD basis set.

Last column: Löwdin charge in e.
CARTESIAN COORDINATES (ANGSTROEM)
C (0.0548, 1.9905, -0.1417)  -0.1685
C (-3.3660, 1.7733, 0.0918)  -0.5110
N (-0.9432, 1.4275, -0.4891)  0.0543
O (-3.4499, 0.6452, -0.1347)  0.1582
O (-3.2963, 2.8614, 0.4848)  0.1643
S (2.5950, 0.9199, -0.8221)  -0.3443
Cl (3.1983, 1.8745, 0.8124)  -0.2502
H (0.9415, 2.4306, 0.1966)  -0.1029

## Properties
E_tot in a.u.: -1140.48556
Total charge: -1
ΔE to the lowest compared entry with this formula, charge and spin in kJ/mol: 10.5
Highest occupied orbital energy in eV: -3.13
LUMO in eV: 3.12

[4]
A cluster of 2 separate species, C6H12N2 in total. Source: OMol25; level of theory: ωB97M-V with the def2-TZVPD basis set.

Last column: Löwdin charge in e.
CARTESIAN COORDINATES (ANGSTROEM)
C (-2.0059, -1.0344, -1.3609)  -0.0411
C (-1.3422, -0.0939, -0.3982)  -0.3687
C (-1.2751, -0.1639, 0.9574)  -0.0914
N (-0.5916, 0.9561, 1.3471)  0.0435
C (-0.2621, 1.6389, 0.2241)  -0.2225
N (-0.7134, 1.0433, -0.8404)  0.0974
H (-2.2350, -1.9720, -0.8648)  0.0696
H (-1.3607, -1.1443, -2.2232)  0.0713
H (-2.9653, -0.6098, -1.6607)  0.0742
H (-1.6919, -0.8826, 1.6423)  0.1147
H (-0.3010, 1.1450, 2.2931)  0.1469
H (0.2266, 2.5980, 0.2753)  0.1173
C (2.3605, -1.3700, 0.5042)  -0.1645
C (2.7395, -0.1435, -0.3360)  -0.1692
H (1.4278, -1.2293, 1.0539)  0.0423
H (2.2981, -2.2394, -0.1465)  0.0602
H (3.1589, -1.6096, 1.2071)  0.0565
H (3.7369, -0.2665, -0.7539)  0.0592
H (2.6542, 0.7726, 0.2426)  0.0500
H (2.0379, -0.0649, -1.1708)  0.0544

## Properties
E_tot in a.u.: -345.32786
SMILES: Cc1c[nH]cn1.CC
ΔE to the lowest compared entry with this formula, charge and spin in kJ/mol: 0.0
Highest occupied orbital energy in eV: -8.63
LUMO in eV: 0.88